(1)
Computed, not measured: a molecular structure, C4H10O4 in a non-equilibrium geometry, with wB97M-V/def2-TZVPD.

Calculated values
LUMO level (eV): 0.25
HOMO-LUMO gap (Ha): 0.3151
Electronic energy (eV): -12497.045
E_HOMO (eV): -8.33
Molecular weight (Da): 122.1
Relative energy (zero: lowest compared OMol25 entry of this formula, charge and spin) (kcal per mole): 82.12

The geometry in ORCA input format:
```
! RIJCOSX wB97M-V def2-TZVPD def2/J DEFGRID3
* xyz 0 1
C 1.658 1.113 -0.439
C -0.834 0.878 -0.366
O 1.791 2.396 -0.733
O 1.935 0.280 -1.350
H 1.681 2.932 0.064
H 1.366 -0.699 -1.148
H 1.603 0.794 0.612
H -0.491 1.368 -1.275
H -1.011 1.592 0.441
H -1.770 0.474 -0.748
C -1.633 -1.377 0.860
C -0.296 -0.725 0.595
O 0.435 -1.587 -0.657
O 0.498 -0.530 1.516
H 0.918 -2.273 -0.177
H -2.293 -0.690 1.382
H -2.089 -1.697 -0.078
H -1.468 -2.250 1.501
*
```


(2)
Computed, not measured: 2 unconnected molecules or ions with the total composition C4H10O4 in a non-equilibrium geometry, with wB97M-V/def2-TZVPD.

Calculated values
LUMO level (eV): 0.73
HOMO-LUMO gap (Ha): 0.4113
Electronic energy (eV): -12500.113
SMILES: O=C(O)CCCO.O
E_HOMO (eV): -10.46
Molecular weight (Da): 122.1
Relative energy (zero: lowest compared OMol25 entry of this formula, charge and spin) (kcal per mole): 11.37

The geometry in ORCA input format:
```
! RIJCOSX wB97M-V def2-TZVPD def2/J DEFGRID3
* xyz 0 1
O 2.727 2.424 -0.123
C 2.261 1.594 0.603
O 2.443 1.618 1.952
C 1.520 0.311 0.258
C 1.079 0.218 -1.197
C 0.630 -1.212 -1.525
O -0.200 -1.275 -2.677
H 2.854 2.444 2.282
H 2.252 -0.437 0.573
H 0.622 0.299 0.877
H 1.890 0.607 -1.815
H 0.182 0.834 -1.244
H 0.023 -1.563 -0.686
H 1.512 -1.857 -1.556
H 0.401 -1.190 -3.394
O -6.479 -1.217 2.587
H -7.096 -1.055 1.872
H -6.622 -0.542 3.213
*
```


- Among the records above, which one has the highest E_HOMO?
  number 1


Copy entry 1 word for word.
Computed, not measured: a molecular structure, C4H10O4 in a non-equilibrium geometry, with wB97M-V/def2-TZVPD.

Calculated values
LUMO level (eV): 0.25
HOMO-LUMO gap (Ha): 0.3151
Electronic energy (eV): -12497.045
E_HOMO (eV): -8.33
Molecular weight (Da): 122.1
Relative energy (zero: lowest compared OMol25 entry of this formula, charge and spin) (kcal per mole): 82.12

The geometry in ORCA input format:
```
! RIJCOSX wB97M-V def2-TZVPD def2/J DEFGRID3
* xyz 0 1
C 1.658 1.113 -0.439
C -0.834 0.878 -0.366
O 1.791 2.396 -0.733
O 1.935 0.280 -1.350
H 1.681 2.932 0.064
H 1.366 -0.699 -1.148
H 1.603 0.794 0.612
H -0.491 1.368 -1.275
H -1.011 1.592 0.441
H -1.770 0.474 -0.748
C -1.633 -1.377 0.860
C -0.296 -0.725 0.595
O 0.435 -1.587 -0.657
O 0.498 -0.530 1.516
H 0.918 -2.273 -0.177
H -2.293 -0.690 1.382
H -2.089 -1.697 -0.078
H -1.468 -2.250 1.501
*
```